1.
{
  "formula": "C24H43NP2Pb",
  "method": "wB97M-V/def2-TZVPD",
  "e_tot_ha": -1870.42977,
  "homo_ev": -6.802,
  "largest_force_ev_per_a": 1.43,
  "homo_lumo_gap_ha": 0.273,
  "species": ["P", "P", "C", "C", "H", "H", "H", "H", "C", "H", "H", "H", "C", "H", "H", "H", "C", "H", "H", "H", "C", "H", "H", "H", "Pb", "C", "C", "C", "C", "C", "C", "C", "C", "C", "H", "H", "H", "H", "H", "H", "H", "H", "H", "H", "H", "H", "H", "H", "H", "C", "N", "C", "C", "C", "C", "C", "C", "C", "C", "H", "H", "H", "H", "H", "H", "H", "H", "H", "H", "H", "H"],
  "coordinates": [[0.34558, -1.94160, -4.64263], [0.20438, 1.19669, -4.53778], [-0.04210, -1.04106, -6.24234], [0.46436, 0.40240, -6.21673], [-1.13515, -1.07494, -6.36989], [0.42126, -1.60316, -7.06624], [1.54422, 0.44725, -6.42690], [-0.06101, 1.01468, -6.96416], [-1.38836, 2.04683, -4.91413], [-1.60086, 2.75408, -4.10244], [-2.19989, 1.31082, -4.96576], [-1.31161, 2.58728, -5.86721], [1.32210, 2.63564, -4.78037], [1.10004, 3.14674, -5.72734], [2.36122, 2.28311, -4.77943], [1.17766, 3.32726, -3.94072], [-0.78554, -3.36824, -4.89880], [-0.57733, -4.11287, -4.12025], [-0.63432, -3.81352, -5.89178], [-1.82197, -3.02309, -4.79611], [1.90436, -2.75586, -5.19605], [2.70844, -2.01283, -5.25870], [1.75596, -3.23195, -6.17456], [2.17764, -3.51395, -4.45141], [0.80021, -0.61331, 2.67794], [0.79091, 1.11965, 0.12093], [-0.54496, 1.02298, 0.06945], [-1.33488, 0.19211, -0.87896], [-1.69729, -1.24541, -0.42300], [-0.63976, -2.03901, 0.25959], [0.69052, -1.96872, 0.01692], [1.35356, -1.14445, -1.04016], [1.77908, 0.29731, -0.65136], [0.33675, -2.46540, 3.77123], [1.23369, 1.92248, 0.72137], [-1.14567, 1.63211, 0.75655], [-0.84208, 0.15080, -1.86536], [-2.29459, 0.71938, -1.04046], [-2.57713, -1.19132, 0.23999], [-2.04734, -1.79334, -1.32201], [-1.01135, -2.79557, 0.95462], [1.35700, -2.66436, 0.53847], [0.74951, -1.11227, -1.96464], [2.28719, -1.67498, -1.30946], [2.71942, 0.23861, -0.07628], [2.05372, 0.82874, -1.58405], [0.93843, -2.61993, 4.67382], [0.47471, -3.27195, 3.03298], [-0.73625, -2.37106, 4.01321], [1.05519, 2.09912, 7.20761], [1.23371, 1.21535, 6.10038], [1.30211, -0.19260, 6.37673], [0.93306, 1.71906, 4.77587], [-0.53311, 1.58572, 4.43067], [-1.44870, 2.32601, 5.19939], [-2.81339, 2.10947, 5.03160], [-3.26806, 1.22166, 4.05208], [-2.34098, 0.51835, 3.25228], [-0.98520, 0.69556, 3.46601], [1.80632, 1.85039, 7.96864], [0.05692, 2.01874, 7.67271], [1.19834, 3.12968, 6.85586], [0.33083, -0.72302, 6.30463], [2.00306, -0.69872, 5.68979], [1.66665, -0.31304, 7.40921], [1.19293, 2.79545, 4.76638], [1.64467, 1.22971, 4.06893], [-1.08308, 3.04038, 5.94560], [-3.52346, 2.64653, 5.67345], [-4.33718, 1.07758, 3.90530], [-2.71311, -0.16420, 2.48729]],
  "forces_ev_per_angstrom": [[-0.174, -0.365, -0.574], [0.077, 0.386, -0.426], [0.050, -0.162, 0.286], [-0.026, 0.145, 0.300], [0.268, 0.065, 0.008], [-0.297, 0.095, 0.070], [-0.269, -0.066, 0.023], [0.302, -0.105, 0.041], [-0.004, 0.006, 0.144], [-0.092, -0.137, -0.203], [0.093, 0.206, 0.007], [-0.134, -0.063, 0.205], [-0.033, 0.089, 0.012], [0.159, -0.005, 0.204], [-0.189, 0.178, 0.009], [0.134, -0.058, -0.228], [0.039, -0.087, 0.007], [-0.156, 0.060, -0.213], [-0.145, -0.013, 0.215], [0.186, -0.177, -0.019], [0.026, -0.010, 0.155], [-0.084, -0.209, -0.005], [0.148, 0.049, 0.199], [0.087, 0.139, -0.206], [0.749, 1.068, -0.513], [-0.461, 0.394, -0.245], [0.356, 0.560, 0.452], [-0.517, -0.385, -0.716], [-0.730, 0.401, -0.317], [0.992, -0.260, 0.025], [-0.753, -0.452, 0.309], [0.459, 0.268, -0.664], [0.478, -0.049, -0.301], [-1.130, -0.724, 0.032], [-0.216, -0.447, 0.098], [0.386, -0.043, -0.269], [-0.143, 0.054, 0.411], [0.372, -0.249, -0.062], [0.277, -0.039, -0.140], [0.118, 0.105, 0.370], [0.234, 0.147, -0.009], [-0.347, 0.168, 0.020], [0.209, -0.071, 0.518], [-0.394, 0.228, -0.028], [-0.389, 0.062, -0.035], [-0.145, -0.204, 0.271], [-0.147, -0.035, -0.299], [0.012, 0.007, 0.502], [0.427, -0.432, 0.190], [-0.143, -0.112, 0.216], [0.922, 0.300, -0.281], [-0.283, -0.053, -0.070], [0.275, 0.169, 0.494], [-0.372, 0.343, 0.161], [0.004, -0.217, -0.168], [-0.093, 0.188, 0.050], [0.405, -0.214, -0.346], [-0.969, 0.642, 0.689], [0.951, -0.997, -0.368], [-0.136, 0.260, 0.054], [0.091, 0.156, 0.065], [0.007, -0.186, 0.306], [0.168, 0.138, 0.035], [-0.130, 0.146, 0.187], [-0.027, -0.100, -0.387], [0.049, -0.427, -0.017], [-0.624, 0.341, 0.222], [-0.235, -0.259, -0.292], [0.241, -0.233, -0.372], [0.174, 0.004, 0.047], [0.063, 0.076, 0.162]]
}

---

2.
{
  "formula": "C26H34Cl16FN2NbO4PS4",
  "method": "wB97M-V/def2-TZVPD",
  "e_tot_ha": -10875.49531,
  "charge": -1,
  "homo_ev": -5.454,
  "largest_force_ev_per_a": 1.77,
  "homo_lumo_gap_ha": 0.244,
  "species": ["C", "C", "Nb", "C", "C", "C", "S", "C", "S", "N", "C", "C", "O", "C", "C", "C", "C", "O", "C", "C", "C", "C", "C", "C", "C", "C", "C", "F", "N", "C", "S", "P", "O", "O", "S", "H", "H", "H", "H", "H", "H", "H", "H", "H", "H", "H", "H", "H", "H", "H", "H", "H", "H", "H", "H", "H", "H", "H", "H", "H", "H", "H", "H", "H", "H", "H", "H", "H", "H", "C", "Cl", "Cl", "Cl", "Cl", "C", "Cl", "Cl", "Cl", "Cl", "C", "Cl", "Cl", "Cl", "Cl", "C", "Cl", "Cl", "Cl", "Cl"],
  "coordinates": [[0.80030, -1.43754, 2.85246], [-0.27623, -1.61527, 1.75064], [0.03057, -0.51021, -0.19966], [-0.90773, -2.32858, -1.20774], [-2.40193, -2.11459, -1.45456], [-3.03402, -3.27268, -2.27867], [-4.85370, -3.20998, -2.08241], [-5.27566, -1.50952, -2.20544], [-4.72044, -0.52808, -3.37532], [-6.18890, -1.04794, -1.20075], [-5.74113, 0.21538, -0.61563], [-6.63740, 0.54427, 0.60227], [-7.86874, -0.16864, 0.58791], [-8.43004, -0.13792, -0.70073], [-7.51226, -0.81036, -1.75847], [2.05383, -1.51946, -0.28857], [3.09799, -0.88779, -1.13823], [3.17682, -1.14300, -2.32673], [4.10953, 0.01002, -0.47788], [4.46231, 1.26910, -0.93210], [5.37210, 2.07950, -0.25895], [5.93840, 1.61788, 0.92312], [5.61736, 0.34817, 1.39457], [4.71221, -0.43977, 0.70129], [0.20141, 0.26724, -2.32848], [1.17326, 1.42162, -2.63056], [1.84712, 1.23372, -4.00637], [0.38388, 2.58064, -2.80964], [-1.94902, 0.31950, -0.00382], [-2.08920, 1.42012, -0.45032], [-2.57402, 2.66912, -1.30992], [0.92857, 1.65619, 0.98494], [2.41529, 1.60469, 1.65720], [0.89980, 3.06225, 0.17133], [-0.32349, 1.90400, 2.49994], [0.43186, -0.79106, 3.65083], [0.99199, -2.40143, 3.33725], [1.75991, -1.01976, 2.53500], [-0.37734, -2.68945, 1.55335], [-1.23800, -1.30513, 2.17099], [-0.39186, -2.52597, -2.15597], [-0.76223, -3.20158, -0.56393], [-2.94428, -2.08453, -0.50877], [-2.54409, -1.21496, -2.04474], [-2.67103, -4.21859, -1.88248], [-2.77544, -3.10998, -3.32461], [-4.72058, 0.12969, -0.24609], [-5.84133, 1.05695, -1.30986], [-6.88675, 1.61508, 0.60740], [-6.14032, 0.32763, 1.54123], [-9.40089, -0.63178, -0.67643], [-8.63303, 0.90740, -0.98102], [-7.98989, -1.74386, -2.06268], [-7.49946, -0.13719, -2.62909], [2.45674, -1.75708, 0.69684], [1.81750, -2.47836, -0.76428], [4.01322, 1.67156, -1.83402], [5.57711, 3.06500, -0.66561], [6.62197, 2.25841, 1.46345], [6.03736, -0.05269, 2.33733], [4.44180, -1.41906, 1.07636], [0.53344, -0.58986, -2.92771], [-0.76410, 0.54157, -2.77153], [1.91614, 1.62512, -1.86177], [1.76778, 2.16950, -4.56468], [2.89970, 0.96457, -3.91604], [1.31993, 0.49049, -4.60240], [2.26554, 1.41426, 2.59402], [-0.00077, 3.39457, 0.05449], [-7.68810, 1.45790, 4.90777], [-8.48562, 0.19924, 5.86446], [-5.96816, 1.49739, 5.30722], [-7.88566, 1.10986, 3.19297], [-8.41590, 3.02857, 5.28696], [6.89674, 1.33032, 5.57738], [6.28556, 1.17747, 3.92073], [7.04292, -0.27807, 6.29680], [8.48669, 2.10929, 5.55152], [5.77930, 2.30554, 6.53886], [8.94720, 4.84038, -0.61125], [9.86151, 4.49887, -2.08573], [8.44352, 6.53550, -0.61099], [7.52099, 3.79689, -0.54457], [9.96939, 4.53070, 0.79982], [1.90189, -5.58338, -1.76276], [1.24726, -5.35109, -0.13593], [0.61823, -6.16569, -2.83336], [2.53079, -4.05611, -2.36766], [3.20400, -6.78523, -1.70180]],
  "forces_ev_per_angstrom": [[-0.270, -0.158, 0.350], [0.215, -0.891, -0.282], [-1.375, -0.376, 1.044], [0.201, 0.458, -0.095], [0.221, -1.049, -0.471], [0.188, 1.620, 0.010], [-0.245, -0.558, 0.640], [0.279, 0.258, -0.449], [0.136, -0.085, -0.020], [-0.036, 0.063, -0.298], [-0.419, 0.431, 0.868], [-0.121, 0.025, -0.380], [0.054, -0.305, 0.125], [0.120, 0.266, -0.130], [-1.086, 0.049, 0.130], [0.455, 0.233, -0.050], [-0.222, -0.449, 0.126], [0.175, 0.346, -0.412], [0.242, -0.077, 0.836], [-0.052, 0.411, -0.678], [-0.651, -0.774, 0.210], [0.015, 0.076, -0.141], [0.028, -0.525, 0.066], [-0.175, 0.076, -0.186], [0.420, -0.917, 0.067], [-0.677, -0.356, -1.555], [0.121, 0.257, 0.108], [0.141, 0.221, 0.639], [1.564, 0.438, 0.324], [-1.327, -0.692, -0.883], [0.305, 0.463, 0.408], [-0.369, 1.258, 0.803], [0.075, 0.076, -0.534], [0.927, -0.082, -0.222], [-0.070, -0.481, -0.006], [-0.001, 0.170, -0.167], [0.229, 0.019, -0.132], [-0.019, -0.064, -0.098], [-0.017, 0.036, 0.031], [-0.044, 0.131, -0.266], [-0.033, 0.018, 0.017], [0.050, 0.036, -0.009], [0.052, 0.410, 0.019], [-0.138, 0.206, 0.365], [-0.386, -0.234, -0.197], [0.079, -0.443, -0.037], [0.121, 0.026, -0.353], [0.375, -0.204, -0.271], [0.253, 0.039, -0.101], [0.043, -0.285, -0.076], [0.086, -0.127, 0.216], [0.143, -0.010, -0.037], [0.333, -0.129, -0.056], [0.334, -0.150, -0.072], [-0.274, 0.308, 0.147], [-0.367, 0.374, 0.137], [-0.015, -0.182, -0.021], [-0.558, -0.386, 0.206], [0.040, -0.092, 0.080], [-0.302, 0.011, -1.527], [0.119, 0.019, 0.090], [0.042, 0.011, 0.073], [-0.031, 0.050, 0.160], [-0.177, 0.203, 0.134], [0.171, 0.085, 0.172], [-0.069, -0.187, -0.048], [0.107, -0.144, 0.096], [0.026, 0.230, 0.054], [-0.046, -0.106, 0.025], [0.029, 0.036, -0.098], [-0.004, 0.015, 0.009], [-0.022, 0.004, 0.006], [-0.299, 0.025, 0.493], [-0.004, -0.010, 0.021], [-0.075, 0.148, -0.086], [0.301, 0.495, 1.551], [0.006, 0.011, -0.007], [-0.018, -0.014, 0.002], [0.029, -0.024, -0.021], [-0.063, -0.031, 0.024], [-0.001, 0.006, 0.017], [0.015, -0.017, 0.002], [1.115, 0.677, -0.181], [-0.001, 0.006, -0.008], [0.033, 0.113, -0.055], [0.021, -0.028, 0.006], [-0.008, -0.011, 0.022], [0.043, -0.262, -0.213], [-0.012, -0.027, 0.002]]
}